Record 1
A structure of composition C6H13N in a non-equilibrium geometry, computed with the ωB97M-V functional and the def2-TZVPD basis.

Values from the calculation:
HOMO energy   -0.32678 hartree
Gap between HOMO and LUMO   9.86 eV
LUMO level   1.0 eV

Structure (XYZ):
```
20
C6H13N (the ωB97M-V functional and the def2-TZVPD basis)
C 1.07 1.26 0.23
C 0.93 -1.62 0.96
C -0.32 -0.19 -1.76
C -1.63 1.11 -0.06
C -0.41 -0.79 0.87
C -0.45 0.21 -0.29
N 2.18 1.07 -0.35
H 0.89 2.04 0.97
H 0.59 -2.45 1.62
H 1.20 -2.08 -0.09
H 1.80 -1.04 1.25
H -0.70 0.56 -2.39
H -0.81 -1.13 -1.83
H 0.67 -0.54 -1.84
H -2.28 1.24 -0.93
H -2.22 0.62 0.65
H -1.49 2.09 0.47
H -1.18 -1.59 0.71
H -0.75 -0.42 1.75
H 2.93 1.65 0.04
```

=====

Record 2
A structure of composition C16H22N4O2S, computed with the ωB97M-V functional and the def2-TZVPD basis.

Values from the calculation:
HOMO energy   -0.34272 hartree
Gap between HOMO and LUMO   9.96 eV
LUMO level   0.6 eV

Structure (XYZ):
```
45
C16H22N4O2S (the ωB97M-V functional and the def2-TZVPD basis)
C 1.18 0.90 -4.38
C 1.20 1.49 -2.98
C 0.52 0.60 -1.91
C -0.97 0.37 -2.22
C 1.21 -0.69 -1.84
N 1.78 -1.69 -1.75
C 0.60 1.35 -0.57
O 0.18 2.49 -0.49
N 1.13 0.69 0.49
C 1.21 1.32 1.80
C 2.22 0.62 2.67
C 3.53 0.81 2.58
C 4.21 1.75 1.61
N 5.53 1.30 1.20
C 5.78 0.14 0.50
O 6.82 -0.47 0.63
C 4.70 -0.30 -0.48
C 4.73 0.48 -1.76
C 4.64 -0.02 -3.02
C 4.69 1.03 -3.99
C 4.67 0.81 -5.47
N 4.80 2.24 -3.51
S 4.87 2.18 -1.86
H 1.74 1.55 -5.06
H 1.65 -0.09 -4.41
H 0.17 0.81 -4.78
H 2.23 1.67 -2.67
H 0.68 2.45 -2.95
H -1.44 -0.22 -1.43
H -1.46 1.33 -2.29
H -1.09 -0.17 -3.16
H 1.40 -0.28 0.39
H 1.46 2.37 1.64
H 0.23 1.31 2.28
H 1.84 -0.08 3.40
H 4.19 0.26 3.24
H 3.58 1.92 0.73
H 4.34 2.73 2.08
H 6.29 1.51 1.83
H 4.87 -1.35 -0.70
H 3.71 -0.22 -0.02
H 4.54 -1.07 -3.25
H 3.86 0.14 -5.75
H 4.54 1.76 -5.99
H 5.60 0.36 -5.81
```

=====

Record 3
A structure of composition C3HO3Tl in a non-equilibrium geometry, computed with the ωB97M-V functional and the def2-TZVPD basis.

Values from the calculation:
HOMO energy (spin up / spin down)   -0.73311 / -0.71981 hartree
Gap between HOMO and LUMO (spin up / spin down)   7.36 / 7.40 eV
LUMO level (spin up / spin down)   -12.6 / -12.2 eV
Charge   +2

Structure (XYZ):
```
8
C3HO3Tl (the ωB97M-V functional and the def2-TZVPD basis)
H -0.16 0.28 2.51
O 1.11 2.72 1.13
C 0.70 1.62 1.23
C 0.17 0.43 1.47
O 0.18 -0.63 0.66
C -0.89 -1.46 -2.66
O -1.70 -1.55 -3.43
Tl 0.58 -1.40 -0.91
```

=====

Record 4
The molecule C18H25NO2 in a non-equilibrium geometry, computed with the ωB97M-V functional and the def2-TZVPD basis.

Values from the calculation:
HOMO energy   -0.28483 hartree
Gap between HOMO and LUMO   8.57 eV
LUMO level   0.8 eV
SMILES   CCOC(=O)/C(CCCc1ccccc1)=C1\CCCCN1

Structure (XYZ):
```
46
C18H25NO2 (the ωB97M-V functional and the def2-TZVPD basis)
C 1.75 2.20 3.83
C 2.19 1.55 2.52
O 1.10 0.82 1.96
C 0.34 1.51 1.09
O 0.39 2.73 0.91
C -0.60 0.70 0.25
C -0.03 -0.60 -0.33
C 0.40 -0.39 -1.78
C 0.90 -1.68 -2.47
C 1.97 -2.40 -1.69
C 3.21 -1.78 -1.52
C 4.20 -2.36 -0.72
C 3.99 -3.61 -0.11
C 2.76 -4.22 -0.30
C 1.76 -3.65 -1.10
C -1.95 1.00 0.16
C -2.67 2.17 0.85
C -3.79 2.72 -0.07
C -4.73 1.59 -0.45
C -3.93 0.58 -1.26
N -2.74 0.11 -0.54
H 1.23 1.45 4.44
H 0.99 2.98 3.62
H 2.62 2.57 4.40
H 3.00 0.83 2.76
H 2.57 2.30 1.82
H -0.79 -1.38 -0.29
H 0.82 -0.91 0.26
H -0.42 0.07 -2.35
H 1.23 0.30 -1.76
H 1.26 -1.44 -3.46
H 0.06 -2.37 -2.61
H 3.40 -0.80 -1.94
H 5.13 -1.83 -0.56
H 4.77 -4.08 0.50
H 2.57 -5.20 0.10
H 0.83 -4.17 -1.26
H -1.95 2.97 1.14
H -3.11 1.86 1.78
H -3.29 3.13 -0.96
H -4.33 3.51 0.42
H -5.14 1.13 0.44
H -5.54 1.95 -1.08
H -4.55 -0.28 -1.48
H -3.65 1.07 -2.19
H -2.24 -0.61 -0.98
```

=====

Record 5
A structure of composition C9H12N4O in a non-equilibrium geometry, computed with the ωB97M-V functional and the def2-TZVPD basis.

Values from the calculation:
HOMO energy   -0.33548 hartree
Gap between HOMO and LUMO   8.66 eV
LUMO level   -0.5 eV

Structure (XYZ):
```
26
C9H12N4O (the ωB97M-V functional and the def2-TZVPD basis)
C 2.69 0.73 1.34
C 2.77 -0.52 0.39
C 2.16 -0.19 -1.06
C -0.42 -0.65 -0.64
C -1.03 -2.68 0.15
C -2.56 -1.26 0.04
C -2.57 0.92 0.05
C -2.32 2.37 -0.13
C -1.61 -0.22 -0.13
H 1.56 1.46 0.79
H 3.81 1.35 1.07
H 2.34 0.36 2.68
H 3.79 -1.00 0.47
H 2.35 -1.64 0.77
H 2.86 0.68 -1.20
H 2.26 -0.98 -1.80
H 0.57 1.11 -1.98
H -0.57 -3.60 0.33
H -0.80 2.40 -0.22
H -3.11 2.96 -1.35
H -3.02 2.97 1.44
N 0.64 0.16 -1.16
N -0.05 -1.98 -0.52
N -2.25 -2.53 0.38
N -3.80 0.50 0.12
O -3.69 -0.72 0.16
```

=====

Record 6
A structure of composition C20H24ClNOP2Sc in a non-equilibrium geometry, computed with the ωB97M-V functional and the def2-TZVPD basis.

Values from the calculation:
HOMO energy   -0.37098 hartree
Gap between HOMO and LUMO   5.50 eV
LUMO level   -4.6 eV
Charge   +1

Structure (XYZ):
```
50
C20H24ClNOP2Sc (the ωB97M-V functional and the def2-TZVPD basis)
C -1.72 2.87 -2.15
C -1.38 1.70 -1.48
C 0.00 1.36 -1.41
C 1.00 2.28 -1.80
C 0.62 3.47 -2.43
C -0.74 3.75 -2.62
C 2.36 1.95 -1.28
C 2.69 0.51 -1.48
C 1.65 -0.37 -1.11
C 1.90 -1.76 -0.93
C 3.16 -2.24 -1.30
C 4.17 -1.38 -1.74
C 3.94 0.00 -1.82
H -2.78 3.11 -2.28
H 1.39 4.17 -2.75
H -1.04 4.67 -3.13
H 3.11 2.60 -1.73
H 3.35 -3.31 -1.22
H 5.14 -1.79 -2.02
H 4.73 0.68 -2.14
N 0.38 0.15 -0.83
Sc 0.38 0.50 1.37
C -2.40 0.81 -0.80
H -2.33 -0.23 -1.17
H -3.41 1.19 -0.98
C 0.82 -2.65 -0.36
H -0.09 -2.61 -0.99
H 1.17 -3.69 -0.31
P -2.19 0.72 1.06
P 0.28 -2.17 1.35
C 1.46 -3.11 2.36
H 1.19 -2.99 3.41
H 1.43 -4.18 2.08
H 2.47 -2.72 2.20
C -1.22 -3.20 1.48
H -0.94 -4.27 1.45
H -1.72 -2.99 2.44
H -1.92 -2.97 0.67
C -2.79 2.38 1.52
H -3.70 2.62 0.95
H -3.00 2.39 2.60
H -2.01 3.13 1.31
C -3.63 -0.32 1.48
H -3.63 -0.49 2.57
H -4.56 0.20 1.20
H -3.57 -1.29 0.97
C -0.62 -0.27 3.33
O -1.07 -0.65 4.33
H 2.24 2.06 -0.13
Cl 1.42 2.36 2.27
```

=====

Record 7
A structure of composition C3H5InO3 in a non-equilibrium geometry, computed with the ωB97M-V functional and the def2-TZVPD basis.

Values from the calculation:
HOMO energy (spin up / spin down)   -0.89178 / -0.95030 hartree
Gap between HOMO and LUMO (spin up / spin down)   5.86 / 7.27 eV
LUMO level (spin up / spin down)   -18.4 / -18.6 eV
2S+1   2
Charge   +3

Structure (XYZ):
```
12
C3H5InO3 (the ωB97M-V functional and the def2-TZVPD basis)
H 1.57 0.66 -0.96
C 0.56 0.73 -1.40
C -0.65 0.54 -0.46
O -0.34 0.34 0.92
C 0.07 -0.79 1.39
O -0.06 -0.80 2.67
H 0.59 1.78 -1.70
H -0.92 0.98 -1.73
H -0.12 -1.70 3.02
In 0.49 -2.32 -0.07
O 0.08 -0.85 -1.33
H -1.27 1.44 -0.34
```

=====

Number 1: E_tot -291.0665 Eh. Number 2: E_tot -1390.6043 Eh. Number 3: E_tot -512.1905 Eh. Number 4: E_tot -906.1229 Eh. Number 5: E_tot -643.8636 Eh. Number 6: E_tot -2810.0527 Eh. Number 7: E_tot -531.3582 Eh.